[1]
47
Properties=species:S:1:pos:R:3:forces:R:3:mulliken_charge:R:1 method="wB97M-V/def2-TZVPD" multiplicity=1 homo_lumo_gap_ha=0.3532 smiles="O=C(Nc1ccnn1C1CCN(C(=O)c2c(F)cccc2F)CC1)C1CC1" relative_energy_kcal_mol=0.0
O 4.802 2.379 -0.212 0.1734 0.1101 -0.0497 -0.681
C 4.429 1.229 -0.131 0.0742 -0.0339 0.1487 0.171
N 3.120 0.922 -0.417 -0.5375 0.3640 -0.0318 -0.073
C 2.545 -0.328 -0.590 0.0746 -0.5253 -0.2413 0.254
C 3.017 -1.469 -1.212 -0.0685 0.2618 0.0564 -0.766
C 1.967 -2.385 -1.098 0.1676 0.2811 0.1007 -0.412
N 0.939 -1.855 -0.469 -0.5113 -0.5269 -0.0264 -1.109
N 1.291 -0.609 -0.147 0.8445 0.1976 -0.1289 1.054
C 0.400 0.289 0.553 -0.4085 0.3528 0.2824 -0.218
C -0.177 -0.356 1.821 0.0441 -0.1474 -0.1996 -1.130
H -0.624 0.434 2.426 0.0014 0.0148 0.0333 0.394
C -1.243 -1.404 1.500 0.0631 -0.2588 0.5120 -0.927
N -2.259 -0.821 0.651 0.1024 -0.1464 -0.0162 0.058
C -3.488 -0.582 1.138 -0.1763 0.0768 -0.2379 0.452
O -3.857 -0.910 2.247 -0.1586 -0.0072 0.2465 -0.679
C -4.446 0.129 0.208 -0.2222 0.0608 0.1662 -0.140
C -4.522 1.515 0.170 -0.1775 -0.2223 -0.2666 0.713
C -5.481 2.190 -0.561 0.1550 0.0857 0.1400 -0.811
C -6.411 1.459 -1.280 0.1268 -0.0889 0.0886 -0.296
C -6.370 0.076 -1.274 0.0255 -0.2091 0.0418 -0.732
C -5.397 -0.566 -0.530 0.0657 0.3305 -0.0682 0.825
F -5.350 -1.909 -0.543 0.0352 0.0972 0.0847 -0.303
H -7.082 -0.512 -1.831 -0.0579 -0.0824 -0.0493 0.464
H -7.170 1.971 -1.850 -0.0653 0.0450 -0.0575 0.385
H -5.493 3.268 -0.554 0.0200 0.1093 0.0163 0.462
F -3.603 2.229 0.853 -0.0503 -0.0998 0.0309 -0.336
C -1.743 -0.354 -0.611 0.0457 0.2984 -0.4340 -0.995
H -1.238 -1.192 -1.102 -0.1857 0.1479 -0.0278 0.521
C -0.734 0.771 -0.365 0.0816 -0.1848 -0.0213 -0.854
H -0.326 1.113 -1.318 0.0422 0.0517 -0.0123 0.473
H -1.236 1.611 0.118 -0.0344 0.0322 -0.0261 0.393
H -2.556 -0.003 -1.248 0.0944 -0.0742 0.0531 0.514
H -0.787 -2.246 0.973 -0.1565 0.1085 0.1796 0.409
H -1.727 -1.748 2.415 0.0834 0.0188 -0.1242 0.481
H 0.626 -0.818 2.396 0.0408 0.0407 0.0419 0.448
H 1.011 1.149 0.854 -0.0638 -0.2026 -0.0724 0.336
H 1.920 -3.395 -1.454 -0.0434 -0.2257 -0.0548 0.477
H 3.966 -1.606 -1.686 0.2211 0.0403 -0.1032 0.535
H 2.554 1.730 -0.649 0.2231 -0.0581 -0.0297 0.275
C 5.289 0.101 0.303 0.0168 -0.0649 0.1588 -0.054
C 6.627 -0.054 -0.380 0.1146 -0.0350 -0.0922 -0.634
C 6.569 0.451 1.016 0.0190 0.0989 0.0325 -0.606
H 6.886 -0.192 1.822 -0.0476 -0.1308 -0.0043 0.244
H 6.754 1.503 1.176 -0.0440 0.0726 -0.0669 0.261
H 6.981 -1.058 -0.563 -0.0325 -0.0843 0.0517 0.269
H 6.861 0.651 -1.163 -0.0391 0.1166 -0.0113 0.253
H 4.764 -0.797 0.600 0.1250 -0.0053 -0.0121 0.635

***

[2]
13
Properties=species:S:1:pos:R:3:forces:R:3:mulliken_charge:R:1 method="wB97M-V/def2-TZVPD" multiplicity=1 total_charge=-1 homo_lumo_gap_ha=0.2644
O 3.481 -1.054 -0.052 -1.0471 0.6064 -0.1310 -0.507
C 2.774 -0.111 0.148 0.4339 -0.7871 0.1746 0.818
O 2.802 1.048 0.499 -0.3398 0.2171 -0.1402 -0.620
Ag 0.538 1.735 1.085 -1.3573 -0.6596 -0.2753 0.126
O 1.026 -0.520 0.197 -0.0888 0.1779 1.0673 -0.569
O 0.442 -0.852 -1.894 -0.8506 0.2899 0.1208 -0.690
C 0.108 -0.600 -0.734 1.9482 -0.7269 -1.4862 0.771
C -1.334 -0.437 -0.319 -0.4344 0.2158 0.0713 -0.454
C -1.664 0.756 0.602 0.1005 0.3896 0.2823 -0.724
H -1.926 -0.346 -1.251 0.4327 -0.2928 0.3148 0.193
H -1.621 -1.383 0.172 0.1176 0.1631 -0.1781 0.196
H -2.224 0.370 1.477 0.5304 0.3944 -0.1068 0.214
H -2.401 1.392 0.071 0.5546 0.0122 0.2864 0.246

***

[3]
23
Properties=species:S:1:pos:R:3:forces:R:3:mulliken_charge:R:1 method="wB97M-V/def2-TZVPD" multiplicity=1 total_charge=-1 homo_lumo_gap_ha=0.2858 smiles="C[C@@](C(=O)[O-])(C(N)=S)c1ccccn1" relative_energy_kcal_mol=0.8
C 2.189 -0.536 1.858 0.5718 0.8699 0.5844 -0.698
C 3.068 -0.209 0.844 -0.7908 0.1111 -1.2257 -0.419
C 0.840 -0.483 1.561 0.1803 0.6094 1.4326 -0.311
C 2.571 0.100 -0.424 2.2019 -1.3208 0.3397 -0.362
C 0.474 -0.066 0.311 -0.4737 0.2081 -1.1739 -0.182
C -1.795 -1.085 0.206 -1.3475 1.9114 -0.5434 -0.217
C -1.370 1.428 0.964 0.5017 -1.6569 -1.7780 0.608
C -1.111 0.721 -1.438 0.4350 0.7371 -3.0558 -1.660
C -0.929 0.244 -0.038 -1.8511 -1.9963 1.8324 1.852
N 1.312 0.139 -0.677 -0.7723 0.3624 -0.8175 -0.462
N -3.119 -0.742 0.235 0.0944 -1.2827 0.6848 -0.394
O -2.585 1.564 1.132 -2.0712 0.4186 0.5336 -0.752
O -0.441 2.085 1.351 1.4347 1.6978 1.1159 -0.647
S -1.074 -2.555 0.293 -0.4254 -0.8693 -0.0963 -0.435
H 2.638 -0.582 2.869 -0.7924 -0.5006 -0.5027 0.281
H 4.104 -0.151 0.951 1.5424 -0.1106 0.5603 0.439
H 0.056 -0.489 2.318 0.3524 -0.4496 -0.0564 0.379
H 3.227 0.123 -1.305 0.0904 0.4947 0.4503 0.346
H -0.750 1.763 -1.469 -0.4845 -0.0455 0.0002 0.382
H -2.142 0.663 -1.918 1.1601 0.0278 1.1689 0.293
H -0.365 0.276 -2.182 -1.1968 -0.0354 1.1661 0.343
H -3.139 0.308 0.611 -0.5762 -0.7791 -0.3630 0.371
H -3.892 -1.477 0.408 2.2169 1.5986 -0.2567 0.243